# 1
Here is the ion C4H7NO2 with charge +1 from OMol25. Energies are from ωB97M-V/def2-TZVPD.

Properties
Net charge = +1
E_LUMO (alpha / beta) = -4.414 / -9.293 eV
HOMO-LUMO gap (alpha / beta) = 11.60 / 6.16 eV
E_HOMO (alpha / beta) = -16.01 / -15.46 eV
⟨S²⟩ = 0.759
Spin multiplicity = 2

Each line ends with the Mulliken spin population.
Geometry (Å):
H 0.59666 -1.08295 -1.51522  0.00
O -2.03125 -1.29855 -0.73689  0.14
C 0.99780 0.75985 1.41064  0.05
H 1.86802 -1.27288 -0.20488  0.01
H 1.63763 0.21008 -1.01635  0.00
H -0.59877 1.30237 -0.76826  -0.01
O 1.25793 1.87621 1.15337  0.16
H -0.31315 -0.92738 1.05617  0.00
C 1.07366 -0.66258 -0.63539  0.09
H 1.33230 0.23805 2.32642  0.05
N -0.92209 0.59751 -0.10521  0.55
H -2.94612 0.51627 -0.83854  0.00
C -2.08965 -0.12871 -0.59563  -0.06
C 0.13704 -0.12729 0.46977  0.03

Forces on the atoms, in the same order (eV/Å):
H -0.43 -0.46 0.48
O 0.06 -0.43 0.22
C 0.32 0.33 0.48
H -0.36 -0.43 0.03
H -0.24 -0.19 0.01
H -0.23 0.67 0.27
O 0.12 0.31 -0.13
H 0.14 -0.14 0.01
C 1.79 1.50 -0.30
H 0.00 -0.09 -0.07
N 0.73 -0.51 -0.63
H 0.20 -0.02 -0.01
C -0.60 0.61 0.05
C -1.51 -1.16 -0.40



# 2
Here is the ion C4H7NO2 with charge +1 from OMol25. Energies are from ωB97M-V/def2-TZVPD.

Properties
Net charge = +1
E_LUMO (alpha / beta) = -4.212 / -9.346 eV
HOMO-LUMO gap (alpha / beta) = 10.52 / 5.18 eV
E_HOMO (alpha / beta) = -14.73 / -14.52 eV
⟨S²⟩ = 0.766
Spin multiplicity = 2

Each line ends with the Mulliken spin population.
Geometry (Å):
H -1.42328 -0.87574 0.63268  0.00
H 0.51218 -0.84208 1.47863  -0.03
N 1.05099 -0.34181 0.76608  0.69
C -2.20551 0.71685 -0.55439  -0.01
H 2.79155 0.08024 -0.32181  -0.01
C -1.14398 -0.32011 -0.27603  0.03
O -1.91728 1.80039 -0.97382  0.04
H 0.15844 1.38268 0.13292  0.09
H -3.25630 0.45119 -0.36988  0.01
C 2.46122 -0.46524 0.55985  -0.11
C 0.23279 0.31931 -0.19213  0.02
H 0.77120 0.30361 -1.13084  0.03
H -1.17751 -1.09430 -1.03133  0.00
O 3.14551 -1.11500 1.28007  0.24

Forces on the atoms, in the same order (eV/Å):
H 0.10 0.30 0.05
H 0.80 -0.07 0.46
N -0.65 -0.07 -0.58
C -0.19 0.30 -0.31
H 0.08 0.17 -0.20
C -0.41 -0.32 0.72
O 0.22 0.16 0.18
H -0.19 0.04 -0.22
H 0.00 -0.25 -0.03
C 0.07 -0.12 0.19
C 0.20 -0.24 0.25
H 0.07 0.37 -0.35
H 0.05 -0.13 -0.47
O -0.15 -0.15 0.31



# 3
Here is the ion C4H7NO2 with charge +1 from OMol25. Energies are from ωB97M-V/def2-TZVPD.

Properties
Net charge = +1
E_LUMO (alpha / beta) = -4.490 / -9.230 eV
HOMO-LUMO gap (alpha / beta) = 10.14 / 5.38 eV
E_HOMO (alpha / beta) = -14.63 / -14.61 eV
⟨S²⟩ = 0.787
Spin multiplicity = 2

Each line ends with the Mulliken spin population.
Geometry (Å):
H -0.66590 -1.89985 -1.27232  0.04
H 1.07101 -1.89962 0.94443  0.00
H 0.26671 -0.51896 -2.33713  0.01
N 0.04726 -0.35505 -0.07935  0.59
O -0.18963 1.98709 2.01976  0.00
C 0.92622 -0.76000 0.85298  -0.15
C -0.47416 1.10718 -0.24121  -0.02
H -1.93031 1.07089 1.55396  0.00
C -0.92458 1.54987 1.16206  0.01
H -1.22863 0.94432 -0.95185  0.00
O 1.48988 0.02058 1.63056  0.50
H 0.36899 1.76847 -0.61150  0.03
H 1.04925 -1.84826 -1.29688  0.01
C 0.19391 -1.16666 -1.37351  -0.01

Forces on the atoms, in the same order (eV/Å):
H 0.41 1.03 -0.87
H 0.06 1.62 -0.37
H -0.53 -1.10 1.99
N 0.55 1.96 -3.27
O -0.87 0.30 -2.02
C 1.51 -1.66 3.48
C 2.50 -0.57 1.26
H 1.17 1.13 -1.19
C -0.89 -1.71 2.99
H -1.20 0.37 -0.93
O -0.87 -0.92 -1.55
H -0.85 -0.89 0.25
H 0.11 0.61 0.00
C -1.10 -0.15 0.23



# 4
Here is the ion C4H7NO2S with charge -2 from OMol25. Energies are from ωB97M-V/def2-TZVPD.

Properties
Net charge = -2
E_LUMO = 5.923 eV
HOMO-LUMO gap = 5.85 eV
E_HOMO = 0.07 eV
SMILES = O=C([O-])NCCC[S-]

Each line ends with the Löwdin charge.
Geometry (Å):
C -0.36794 0.02391 -0.73630  -0.20
H 1.54096 -1.86457 -0.12250  0.00
C 0.97130 0.15725 0.13757  -0.27
O -3.63147 0.97905 0.72350  -0.18
H 2.42846 -0.94801 -1.29520  0.03
H -0.30139 0.70472 -1.52669  0.07
O -2.76871 0.75697 -1.42593  -0.08
H -1.58019 -0.72459 0.67430  0.05
N -1.48674 0.12832 0.24479  -0.01
C 2.08044 -0.95113 -0.17310  -0.82
S 3.65782 -0.68401 0.73277  -0.05
H 1.37218 1.07914 0.27679  0.03
H 0.63197 -0.20197 1.15074  0.09
C -2.78778 0.62850 -0.20934  -0.77
H -0.38450 -1.03814 -1.08871  0.10

Forces on the atoms, in the same order (eV/Å):
C 1.32 -2.14 3.23
H -0.10 -1.30 0.72
C -1.55 -5.36 0.25
O 1.41 -1.25 -2.30
H -0.92 0.32 1.58
H -0.80 0.99 -1.08
O -1.86 0.76 -1.81
H -0.20 -2.12 1.63
N 0.12 2.79 -1.31
C 0.66 2.60 -2.61
S -0.37 -0.48 0.24
H 1.08 2.89 -0.05
H 0.39 0.70 -0.67
C 0.56 0.82 2.66
H 0.26 0.79 -0.48



# 5
Here is an isolated molecule of C4H7NO2S from OMol25. Energies are from ωB97M-V/def2-TZVPD.

Properties
Net charge = 0
E_LUMO = 0.680 eV
HOMO-LUMO gap = 9.80 eV
E_HOMO = -9.12 eV
SMILES = CO/C(C)=N/SC=O

Each line ends with the Löwdin charge.
Geometry (Å):
O 2.15369 0.55922 1.32964  -0.02
H 3.75477 -0.61897 0.66972  0.09
H -1.56285 -1.48250 1.30088  0.08
O -1.69531 0.19154 0.12260  -0.09
N 0.21796 -0.96510 -0.34302  -0.25
H -3.19745 -0.88332 0.92777  0.08
S 1.88152 -1.02634 -0.77172  0.91
C 0.10227 1.50737 -0.86346  -0.02
H 0.51096 2.10174 -0.03594  0.09
H 0.84890 1.51911 -1.61672  0.06
C -2.20740 -1.07518 0.55181  -0.08
C 2.68913 -0.24780 0.62106  -0.58
C -0.36130 0.17654 -0.34707  -0.45
H -0.80227 2.02851 -1.25688  0.10
H -2.33263 -1.78481 -0.28868  0.10

Forces on the atoms, in the same order (eV/Å):
O 0.46 -0.44 0.22
H -0.64 0.52 0.20
H 0.28 -0.43 0.45
O 2.17 0.29 -1.08
N 0.55 0.68 0.00
H -0.25 0.27 0.33
S -0.23 -0.25 0.39
C -1.79 0.91 1.04
H -0.26 -0.15 -0.06
H 0.65 -0.68 -0.69
C -0.25 -0.01 -0.96
C -0.19 -0.04 -0.78
C -1.60 -0.77 0.25
H 0.68 -0.27 0.35
H 0.42 0.37 0.32



# 6
Here is an isolated molecule of C4H7NO2S from OMol25. Energies are from ωB97M-V/def2-TZVPD.

Properties
Net charge = 0
E_LUMO = 0.495 eV
HOMO-LUMO gap = 9.65 eV
E_HOMO = -9.16 eV
SMILES = C[C@H]1SNC(=O)[C@H]1O

Each line ends with the Löwdin charge.
Geometry (Å):
C 1.58361 0.98189 -0.89762  -0.12
H 0.64568 0.08857 1.82687  0.04
N -0.89040 -1.89548 0.32071  -0.27
H -1.43850 -2.68796 -0.14958  0.14
C 0.19802 0.17910 -0.62670  -0.49
H 2.30422 0.19904 -1.51104  0.10
H -0.31030 0.23404 -1.56655  0.10
H 2.14703 1.14678 0.06230  0.06
O -0.01766 0.76192 1.81353  -0.02
H 1.53547 1.91853 -1.60618  0.10
S 0.75523 -1.54766 -0.12615  0.91
O -2.76562 -0.63616 0.90281  0.08
C -0.74363 0.53235 0.56541  -0.31
C -1.56155 -0.68115 0.69495  -0.50
H -1.44160 1.40619 0.29724  0.19

Forces on the atoms, in the same order (eV/Å):
C 1.00 -1.38 -1.18
H 0.92 -0.88 0.17
N -0.70 0.11 0.07
H 1.10 1.91 1.06
C 3.04 1.01 0.59
H -1.85 1.88 1.39
H -0.68 -0.64 -0.45
H -0.72 0.29 -1.01
O -1.61 1.00 -1.46
H -0.24 -1.74 1.78
S -1.44 0.73 -0.74
O 1.35 -0.37 0.04
C 1.62 1.80 -0.27
C -3.06 -2.51 -0.83
H 1.25 -1.21 0.84



# 7
Here is a cluster of 2 separate species, C4H7NO2S in total from OMol25. Energies are from ωB97M-V/def2-TZVPD.

Properties
Net charge = 0
E_LUMO = 0.318 eV
HOMO-LUMO gap = 9.32 eV
E_HOMO = -9.01 eV
SMILES = [H]/N=C(/O)C=C.OC=S

Each line ends with the Löwdin charge.
Geometry (Å):
H -0.71078 -1.47481 0.09632  0.00
H 3.98709 -0.35968 0.04524  0.04
S -3.00831 -1.15498 -0.00184  0.68
N -0.16317 0.59970 0.41722  0.15
O -3.10632 1.46593 0.09629  -0.01
C 0.62629 -0.25705 0.02311  -0.60
C -2.69957 0.35756 -0.49063  -0.79
H -3.25293 1.45554 1.01550  0.08
H 2.28051 0.90115 -0.72077  0.07
C 3.00701 -0.63933 0.16825  0.07
H 2.87030 -1.55235 0.66779  0.06
C 1.98010 0.03561 -0.30596  -0.09
O 0.21352 -1.46902 -0.13787  0.11
H 0.27250 1.51505 0.69786  0.10
H -2.29625 0.57665 -1.57052  0.12

Forces on the atoms, in the same order (eV/Å):
H -1.12 -0.25 0.22
H 2.09 0.91 -0.42
S -0.05 -0.21 0.25
N -1.87 3.93 2.25
O 0.97 0.96 -2.54
C 0.83 0.37 -0.71
C -0.26 0.22 -1.92
H -0.42 -0.88 1.92
H 0.01 3.18 -1.71
C -1.56 -0.99 -0.05
H -0.26 -1.16 0.74
C 1.99 -2.14 1.38
O 0.75 -2.47 -0.80
H -0.46 -1.26 -0.91
H -0.63 -0.22 2.29



# 8
Here is an isolated molecule of C4H7NO2S from OMol25. Energies are from ωB97M-V/def2-TZVPD.

Properties
Net charge = 0
E_LUMO = -0.786 eV
HOMO-LUMO gap = 7.98 eV
E_HOMO = -8.77 eV
SMILES = CCO/C(C=S)=N\O

Each line ends with the Löwdin charge.
Geometry (Å):
O -0.05969 -0.37878 -2.08231  -0.03
H -2.20590 0.46202 1.65070  0.06
H -0.06027 -1.12989 -2.67522  0.10
C 1.58270 -0.21693 0.72627  -0.07
C -1.12419 0.02811 -0.18617  -0.47
C 1.02641 1.00600 0.02067  -0.25
O -0.37373 1.09886 0.15431  -0.04
S -3.38640 -1.26732 0.66567  0.73
N -1.02095 -0.78578 -1.18306  0.06
C -2.21819 -0.18491 0.77150  -0.59
H 1.33133 1.92588 0.51224  0.12
H 1.15975 -1.16391 0.35294  0.07
H 1.35130 -0.11987 1.79667  0.08
H 1.30136 1.01365 -1.02889  0.10
H 2.69645 -0.28713 0.50469  0.10

Forces on the atoms, in the same order (eV/Å):
O 0.21 -0.20 -0.04
H 0.29 0.11 -0.26
H 0.20 -0.09 -0.45
C 1.01 -0.16 -0.27
C -0.21 -0.48 -0.21
C 0.76 -0.04 -0.10
O -1.18 -0.37 -0.39
S -0.37 -0.35 -0.10
N -0.28 1.13 1.04
C -0.18 -0.07 0.39
H 0.49 -0.03 -0.09
H -0.02 0.44 0.06
H 0.43 -0.26 -0.22
H 0.14 0.15 -0.01
H -1.29 0.20 0.65



Going through the records in order, we get maximum force values of 0.0459, 0.0179, 0.0805, 0.1087, 0.0475, 0.0786, 0.0952, 0.0303 Eh/bohr.